Record 1
Formula: C15H50O10
Source: the OMol25 dataset
Level of theory: wB97M-V/def2-TZVPD

Results
<S²>: 0.7505
E_HOMO (alpha / beta) in Eh: 0.009 / -0.272
Net charge: -1
Multiplicity: 2
HOMO-LUMO gap (alpha / beta) in eV: 2.0 / 9.7

The geometry in XYZ format:
```
75
Properties=species:S:1:pos:R:3:mulliken_spin:R:1
C -5.77 28.75 -3.15 -0.0311
O 0.11 27.50 -1.70 -0.0035
C -9.74 28.08 -3.93 -0.0835
C -9.26 26.20 -0.16 0.3985
C -2.42 24.80 -1.14 0.0039
H -4.84 32.18 -5.49 -0.0254
H -3.73 30.29 2.28 0.0214
C -5.42 32.81 -4.81 -0.0055
O -5.04 28.28 -0.93 0.5599
C -5.30 27.66 -2.16 0.1727
H -5.14 29.64 -3.12 0.0671
H -2.00 27.84 -1.47 0.0126
C -5.25 25.77 -5.57 -0.0006
H -11.84 28.77 -4.01 -0.0088
H 0.00 26.87 -2.42 0.0007
C -6.69 25.61 -5.12 0.0012
H -7.41 31.30 -5.80 0.0191
H -7.60 23.51 0.55 0.0070
H -2.48 23.08 -2.10 0.0004
C -2.91 30.16 1.59 -0.0358
H -3.10 25.16 -1.91 -0.0008
H -6.25 30.34 1.73 -0.0136
H -6.10 26.92 -2.19 0.0068
H -1.98 30.42 2.10 -0.0008
H -4.09 30.98 -0.11 -0.0357
H -0.99 29.05 -0.77 0.0034
H -5.97 28.43 -4.17 -0.0289
O -7.48 26.05 -6.20 -0.0087
H -4.98 25.10 -6.39 0.0002
H -7.69 27.25 0.06 0.3329
H -10.99 29.39 -2.68 -0.1236
H -1.49 25.35 -1.30 -0.0009
H -5.33 32.38 -3.81 0.0553
C -3.11 31.02 0.36 0.1581
H -5.85 28.51 -0.48 0.3264
O -7.53 23.92 -1.52 0.0061
H -9.74 27.14 0.12 0.0008
H -7.96 25.28 -6.53 0.0023
O -10.04 27.07 -4.87 0.0219
H -11.41 27.64 -2.69 0.0030
H -2.80 25.14 -0.18 0.0005
O -7.19 29.02 0.46 -4.3408
C -6.82 33.01 -5.14 0.1382
C -7.87 23.14 -0.44 0.0358
H -2.34 30.76 -0.37 0.0216
H -5.64 28.74 1.85 0.2492
H -9.76 25.88 -1.07 -0.0155
H -1.13 28.89 -2.53 -0.0036
C -11.07 28.49 -3.29 0.3509
H -4.36 27.22 -2.50 -0.0346
H -3.34 28.64 0.41 0.0000
H -7.42 22.15 -0.53 0.0011
H -9.47 25.49 0.64 0.0243
H -7.36 29.24 2.47 0.0571
H -6.75 29.08 -2.80 0.0056
C -6.57 29.30 1.72 0.9796
H -2.84 32.06 0.56 -0.0549
O -2.83 28.75 1.22 -0.0101
H -7.65 24.81 -1.18 0.0514
O -2.27 23.38 -1.21 -0.0009
H -9.20 26.90 -5.30 0.0056
H -9.06 27.80 -3.13 -0.1234
H -7.87 29.64 0.19 1.8710
O -7.89 26.40 -0.35 0.1121
H -6.95 26.26 -4.28 0.0042
H -8.94 22.96 -0.40 -0.0001
H -4.64 25.45 -4.72 0.0024
H -7.30 33.78 -4.54 0.0012
H -5.04 33.83 -4.81 -0.0054
C -1.03 28.34 -1.59 0.0018
H -9.15 28.83 -4.47 -0.0138
H -6.91 33.41 -6.15 0.0186
H -4.99 26.79 -5.86 -0.0038
O -7.60 31.87 -5.05 -0.1058
H -6.99 24.60 -4.84 0.0061
```



Record 2
Formula: C15H51NO11
Source: the OMol25 dataset
Level of theory: wB97M-V/def2-TZVPD

Results
E_HOMO in Eh: -0.302
Multiplicity: 1
HOMO-LUMO gap in eV: 8.4

The geometry in XYZ format:
```
78
Properties=species:S:1:pos:R:3:lowdin_charge:R:1
H 0.38 4.89 -1.86 0.0778
C 0.96 -2.85 -2.19 -0.1791
C -3.72 -3.26 3.79 -0.2496
H -1.98 1.61 -4.51 0.0789
H -2.81 -3.78 3.43 0.1222
H 5.79 4.73 -1.48 0.0725
H 1.07 2.59 2.44 0.0766
C 3.95 4.11 -1.08 -0.1867
O -2.99 -0.29 -0.22 -0.1810
H 5.56 0.60 0.87 0.0923
H 0.16 1.79 3.83 0.0701
C -3.59 -1.77 3.62 -0.2419
C 0.29 1.92 2.79 -0.0907
H 3.71 -0.43 2.73 0.0758
O 3.05 -0.61 -0.89 -0.1787
C 1.96 0.33 -0.83 -0.1216
H -0.54 1.14 -5.52 0.0916
O 0.24 3.00 -0.87 -0.1562
H -1.92 1.42 -0.34 0.0941
H -1.25 4.50 -1.32 0.0749
C -0.20 4.36 -1.08 -0.1424
H -3.41 1.33 -1.40 0.0885
H 0.00 4.86 -0.15 0.0642
H 2.49 2.47 -3.72 0.0841
H -4.48 -1.37 4.10 0.1190
H 3.73 -0.64 -0.19 0.0608
H -4.32 -5.39 1.95 0.0901
H 0.36 -2.19 -1.58 0.0567
H -4.65 -2.03 0.85 0.1272
H 1.28 0.06 0.00 0.0644
H -0.03 2.51 -1.68 0.0424
C 4.35 0.35 2.36 -0.1628
C 0.56 -2.75 1.37 -0.1634
H 2.55 -1.81 -2.31 0.0326
O 2.06 -2.38 -2.94 -0.1357
H -3.86 -3.46 4.93 0.1506
C -4.92 -5.06 2.81 -0.1046
O 5.01 5.00 -1.01 -0.1012
H 1.02 -3.69 1.68 0.0830
O 4.89 -0.01 1.15 -0.0974
H 1.29 -3.71 -1.61 0.0716
C 3.19 0.60 -4.02 -0.1140
O -0.29 1.25 -3.40 -0.1745
H -5.03 0.14 -0.22 0.1179
H 5.10 0.51 3.16 0.0926
H 1.26 -2.08 0.97 0.0487
H -2.86 -1.53 4.35 0.0944
H -0.18 -3.13 0.63 0.0830
H 1.37 0.19 -1.77 0.0739
H 1.06 0.14 2.91 0.0722
H -4.51 -5.61 3.68 0.0867
H -5.93 -5.42 2.68 0.0760
O 0.62 0.63 2.21 -0.1682
O -0.04 -2.13 2.46 -0.1316
H -4.12 0.92 1.02 0.1134
O -4.82 -3.65 3.02 -0.1992
O 2.24 1.67 -4.21 -0.1333
N -3.30 -1.19 2.35 -0.0248
H -1.91 0.41 -1.85 0.0804
H 0.65 1.27 -3.63 0.0147
C -4.18 0.03 0.43 -0.2616
C -4.41 -1.09 1.39 -0.2051
H 3.44 3.97 -2.07 0.0799
H -2.51 -1.61 1.89 0.0920
H 2.83 -0.23 -4.66 0.0963
H 3.74 1.25 2.34 0.0751
H 4.20 0.86 -4.37 0.0796
C -1.07 0.99 -4.55 -0.1537
H -0.21 -1.18 2.37 0.0442
H 0.31 -3.26 -3.02 0.0950
C -2.54 0.78 -1.01 -0.0991
H 3.32 0.20 -2.99 0.0615
H 4.35 3.13 -0.75 0.0762
H 2.34 1.38 -0.73 0.0815
H -1.35 -0.08 -4.55 0.0821
H -0.69 2.18 2.37 0.0844
H -5.29 -0.90 2.01 0.1165
H 3.19 4.47 -0.39 0.0780
```



Record 3
Formula: C15H52BCl3CrO15S3Ti
Source: the OMol25 dataset
Level of theory: wB97M-V/def2-TZVPD

Results
<S²>: 15.7603
E_HOMO (alpha / beta) in Eh: -0.058 / -0.217
Net charge: -1
Multiplicity: 8
HOMO-LUMO gap (alpha / beta) in eV: 3.1 / 7.4

The geometry in XYZ format:
```
91
Properties=species:S:1:pos:R:3:mulliken_spin:R:1
O -5.21 -0.13 1.35 0.0015
C 0.71 0.10 3.01 -0.0023
H -4.35 1.78 -4.65 0.0052
H 0.03 -5.66 1.71 -0.0001
H -3.99 3.95 0.03 -0.0001
H -2.63 -3.37 2.79 0.0011
H 2.78 0.73 3.11 0.0000
H -0.92 5.13 -0.75 0.0022
C -3.61 -3.84 2.88 -0.0015
H -4.02 1.71 -2.91 -0.0111
H 2.94 3.87 -4.89 -0.0061
Cl -0.48 0.53 -1.28 -0.0667
C 5.20 -0.84 2.26 -0.0003
B 2.68 3.14 -4.14 -0.0402
H 6.07 -1.50 2.26 0.0000
O 4.04 -2.66 3.87 0.0000
C -3.50 3.11 -0.46 0.0033
O -2.33 2.78 0.30 0.0021
H 2.00 2.42 -4.58 -0.0071
S 3.93 -2.07 2.50 -0.0001
C -0.38 5.02 -1.69 0.0032
O -0.20 -4.97 -0.87 -0.0037
H 5.20 -0.29 1.32 0.0002
H -5.61 -3.49 2.11 0.0008
H 2.05 -3.36 -0.36 0.0015
H 1.12 -3.21 3.28 0.0005
H -0.74 3.86 2.74 0.0000
H 3.12 -1.05 -3.16 -0.0009
H 1.50 -4.77 1.37 0.0001
H 0.77 4.08 -0.60 -0.0003
H -2.47 0.86 -4.40 -0.0028
H 0.00 2.63 1.64 0.0065
C -2.50 -0.49 1.61 0.0154
H -4.24 2.32 -0.56 -0.0006
O 0.70 4.49 1.41 -0.0001
O 1.57 0.07 -3.85 0.0360
H 5.25 -0.15 3.10 0.0000
H 0.34 5.36 1.59 0.0000
H 0.97 -0.67 -3.96 -0.0046
H 1.28 -1.82 -0.05 0.0020
H 1.30 -2.27 -1.70 0.0047
O 0.47 3.93 -1.50 0.0396
C 2.19 -0.18 3.26 0.0007
H -1.86 2.04 -0.09 0.0009
C -4.69 -2.92 2.23 0.0040
H 2.32 -0.64 4.24 0.0000
O 2.62 -1.08 2.26 0.0001
H -3.63 -4.78 2.32 0.0005
O -3.94 -0.70 -0.75 -0.0082
O -1.49 -2.78 -0.74 0.0275
H 0.10 5.98 -1.90 0.0008
H 1.17 -4.81 3.95 0.0000
S -4.08 -0.82 0.70 0.0055
O 2.56 1.98 -1.23 0.0085
H 2.20 3.64 -3.32 0.0101
H -4.97 -2.16 2.96 0.0020
H 4.32 1.24 -0.40 -0.0001
O -3.13 0.25 -4.07 0.0598
H 0.06 -0.73 3.30 -0.0001
Cl -0.42 -2.59 -4.23 0.0199
H -1.78 -1.10 1.05 0.0034
H 2.79 0.92 0.54 0.0011
H -5.12 0.57 -3.64 0.0088
S -0.31 -3.60 -0.39 -0.0182
H -0.38 -4.07 3.76 0.0001
H 3.64 0.37 -4.07 -0.0016
C 0.60 -4.16 3.29 -0.0005
H 3.61 2.65 -3.88 0.0132
H 3.02 0.04 -0.84 0.0053
O 3.99 -2.97 1.35 -0.0001
C 3.25 1.02 -0.44 0.0056
Cl -0.87 2.60 -4.56 0.0189
H -3.14 3.43 -1.43 0.0000
H -1.06 4.85 -2.52 -0.0032
H 2.96 -0.92 -4.98 0.0017
H 0.37 0.97 3.57 0.0002
O -0.18 -3.66 1.28 0.0051
C 2.89 -0.42 -4.02 0.0116
Ti -2.37 -1.46 -2.58 2.8130
H -2.62 -0.87 2.62 0.0005
H -2.21 0.55 1.70 -0.0024
H 2.93 2.83 -0.96 -0.0014
Cr 0.95 1.93 -2.82 3.9575
C -4.19 1.10 -3.80 0.0180
C 0.53 -4.70 1.87 0.0005
H 0.76 3.18 3.12 0.0000
O -4.18 -2.43 0.99 0.0332
C 0.17 3.51 2.26 -0.0028
H 0.57 0.35 1.96 0.0089
H -4.00 -4.00 3.88 -0.0001
C 1.26 -2.69 -0.70 0.0143
```



Record 4
Formula: C15H54N14O12
Source: the OMol25 dataset
Level of theory: wB97M-V/def2-TZVPD

Results
E_HOMO in Eh: -0.322
Multiplicity: 1
HOMO-LUMO gap in eV: 8.2

The geometry in XYZ format:
```
95
Properties=species:S:1:pos:R:3:lowdin_charge:R:1
H -3.33 1.59 -1.99 0.0964
H 0.69 3.72 -1.75 0.0392
C -2.34 -2.10 -2.50 -0.3401
O 3.15 -2.02 -0.40 -0.1263
C -0.07 -4.32 1.57 -0.2873
N 2.16 0.73 2.16 0.1298
H -1.77 2.83 3.06 0.0880
H -4.55 0.61 -1.27 0.1435
O -3.56 -2.51 -1.99 -0.1080
N 2.75 3.53 0.15 0.1677
H -0.71 4.12 -0.59 0.1001
N 0.16 3.03 -2.35 0.1371
H -3.65 3.81 -0.84 0.1642
N -1.29 3.36 -0.92 0.1228
H -4.25 0.13 1.91 0.0627
H 0.00 1.30 3.95 0.1181
H -0.37 -2.96 -2.36 0.0469
O 0.54 1.05 -0.04 -0.1906
H 1.42 -2.10 -4.09 0.1340
H 2.09 3.55 0.99 0.1462
H 1.54 -3.50 -0.57 0.0752
N 3.08 -0.25 -3.90 0.1281
H -1.94 1.26 5.03 0.1170
C -1.29 -2.95 -1.80 -0.0755
H -0.14 -0.83 0.26 0.0798
H -3.79 -2.01 -1.14 0.0668
H 1.18 -1.97 -1.25 0.0408
H 3.29 2.62 0.09 0.0830
O 2.93 -0.23 4.16 -0.1347
C 1.78 -0.03 -3.97 -0.5465
O -1.28 -4.60 0.85 -0.0818
C -3.29 -1.60 1.99 -0.6098
H -0.36 -6.11 2.92 0.0732
H 0.14 -0.96 -4.18 0.1355
H -1.18 -2.48 -0.83 0.0464
H 3.41 -1.17 -4.18 0.1433
H 3.50 0.74 1.14 0.0811
H -2.47 -2.26 3.73 0.1524
N 3.20 0.52 -1.32 0.1587
N 1.51 4.90 -0.98 0.0976
N -4.06 1.51 -1.19 0.1935
N -3.64 3.20 0.00 0.1293
O 5.44 0.87 -1.52 -0.0887
O -1.94 1.95 -2.85 -0.1428
H 1.02 5.13 -0.15 0.0971
O 3.32 3.85 -2.12 -0.0784
C 2.56 4.12 -0.98 -0.6201
C -0.41 0.07 -0.32 -0.1458
H 3.21 0.32 -2.38 0.0759
H 2.42 -2.93 -1.93 0.0584
H -2.10 -3.13 2.20 0.0702
N 4.28 1.08 0.50 0.1619
H 0.69 2.35 -3.02 0.0634
H 2.28 0.58 -1.01 0.0625
H 1.31 5.53 -1.82 0.1874
H -0.42 -0.25 -1.38 0.0707
C -0.89 0.88 3.41 -0.3329
H -2.24 3.19 -0.45 0.0358
N 1.14 -1.12 -4.14 0.2038
H -1.47 0.41 -0.05 0.1087
H 2.27 1.61 2.62 0.1241
O 1.25 1.29 -3.92 -0.0953
H 1.61 0.72 1.33 0.0636
H -3.37 -0.16 3.38 0.0754
H -1.66 -3.93 -1.68 0.0625
C -4.18 2.04 -0.05 -0.6664
H 2.35 -1.56 1.15 0.0848
H 5.06 1.56 0.88 0.1293
H -0.47 -0.07 2.95 0.1261
H 0.03 -3.25 1.70 0.0808
H 0.75 -4.76 1.06 0.0899
C -0.24 -5.03 2.96 -0.0581
H -2.38 -1.01 -2.25 0.1031
C 2.02 -2.62 -1.00 -0.1475
C -1.46 1.94 2.48 -0.0846
O -4.56 1.32 1.00 -0.0783
H 3.39 -1.26 -0.95 0.0380
H -2.33 -2.09 -3.59 0.1038
H 0.11 1.87 -0.39 0.0519
N -3.85 -0.60 2.60 0.1531
H -0.72 2.33 1.71 0.0646
O -1.85 0.56 4.36 -0.0965
H 2.85 -2.26 2.71 0.1549
H 3.63 0.66 -4.05 0.1925
H -3.63 3.69 0.91 0.1678
H 0.55 -4.83 3.66 0.0608
H -1.05 -4.87 -0.02 0.0507
C 2.39 -0.31 2.88 -0.6331
C -1.10 2.79 -2.06 -0.5592
N 2.50 -1.42 2.18 0.1710
H -2.31 1.60 1.89 0.0410
C 4.32 0.81 -0.76 -0.6705
H -1.18 -4.69 3.42 0.0594
O -3.41 -1.66 0.61 -0.1277
N -2.72 -2.51 2.73 0.1830
```



Record 5
Formula: C15H56N12O13
Source: the OMol25 dataset
Level of theory: wB97M-V/def2-TZVPD

Results
E_HOMO in Eh: -0.320
Multiplicity: 1
HOMO-LUMO gap in eV: 8.6

The geometry in XYZ format:
```
96
Properties=species:S:1:pos:R:3:lowdin_charge:R:1
H -12.89 1.06 5.96 0.0804
H -8.08 -1.94 2.55 0.1198
N -7.37 1.62 1.69 0.1790
H -11.12 0.48 2.34 0.1201
H -6.81 0.93 2.17 0.1158
O -9.17 -0.10 3.75 0.0529
H -13.24 -0.04 -1.32 0.0880
H -8.82 2.35 6.37 0.0927
H -14.84 2.88 -1.06 0.0787
N -7.99 2.30 -0.31 0.1726
H -10.84 8.58 1.27 0.1153
N -10.60 -0.34 2.06 0.1891
C -9.60 -0.66 2.78 -0.7726
H -6.95 5.11 5.80 0.1089
H -8.26 1.54 4.17 0.0448
O -6.30 1.00 -0.22 0.0192
O -9.27 3.69 1.85 -0.1571
O -13.47 1.61 -0.15 -0.1811
H -14.28 6.89 2.96 0.1059
H -11.71 0.51 -0.44 0.0750
C -11.97 7.51 -1.89 -0.8085
O -7.51 4.94 3.78 -0.1401
O -13.54 6.27 3.02 -0.1083
H -13.35 6.68 5.19 0.0977
H -3.56 4.68 -0.05 0.1147
O -12.47 8.58 -1.97 0.0527
H -14.21 1.42 0.43 0.0836
C -14.79 4.78 -0.28 -0.8417
C -6.41 6.85 4.71 -0.0604
H -11.56 3.88 -1.01 0.0513
C -10.70 3.80 -1.67 -0.1424
H -14.03 4.49 3.91 0.0352
H -10.14 2.62 5.21 0.0664
H -12.26 5.56 -2.19 0.0559
C -12.79 0.35 -0.41 -0.0876
H -9.83 4.20 -1.15 0.0745
H -8.58 2.98 0.16 0.0636
H -14.44 2.87 5.74 0.1059
O -14.01 3.54 4.03 -0.1012
C -13.50 2.98 5.21 -0.3136
O -5.18 6.72 -0.28 -0.0241
N -12.67 6.48 -2.26 0.1749
C -6.62 5.30 4.79 -0.3006
H -12.08 1.63 4.36 0.0357
H -12.07 5.86 4.38 0.0684
H -11.14 8.56 2.99 0.0968
H -8.72 4.27 2.39 0.0391
H -13.09 -0.20 0.48 0.0773
H -7.79 2.26 -1.30 0.1269
H -11.37 3.79 -3.56 0.0891
H -13.60 0.96 4.30 0.0696
H -13.53 3.43 0.48 0.0584
H -4.46 3.76 0.88 0.1104
N -10.85 7.18 -1.29 0.1916
N -9.01 -1.71 2.22 0.1614
N -13.81 4.40 0.49 0.1908
N -9.42 7.03 3.50 0.1836
C -12.97 1.53 4.98 -0.0654
H -11.15 3.63 1.14 0.0588
H -5.51 7.12 5.27 0.0781
H -5.65 4.80 4.75 0.1167
H -6.34 4.72 1.92 0.0843
H -7.08 6.01 1.19 0.0723
H -7.83 2.45 2.06 0.0528
C -9.58 7.47 2.28 -0.7474
C -7.10 1.69 0.38 -0.7895
C -10.61 4.15 1.93 -0.0877
H -10.39 6.32 -1.54 0.0826
C -12.86 6.58 4.22 -0.1532
H -11.03 3.88 2.90 0.0804
N -10.70 8.15 2.18 0.1863
N -4.46 4.65 0.40 0.1631
O -8.84 7.15 1.37 0.0391
H -6.31 7.11 3.66 0.0778
H -8.52 6.65 3.76 0.0547
H -10.31 7.94 -0.90 0.1019
O -8.22 2.48 4.36 -0.1489
H -12.79 3.68 5.64 0.1026
C -5.26 5.66 0.41 -0.7356
H -9.01 3.90 5.67 0.0757
H -10.88 -1.09 1.45 0.1096
H -7.82 4.10 4.15 0.0128
N -6.23 5.47 1.25 0.1737
H -15.91 4.05 -1.72 0.1227
O -10.85 4.36 -2.99 -0.1215
H -10.62 5.20 1.61 0.0809
H -10.01 7.27 4.28 0.1053
H -7.27 7.28 5.22 0.0642
H -9.47 -2.30 1.55 0.1067
H -10.54 2.73 -1.80 0.0767
H -13.62 6.57 -2.59 0.1202
H -13.52 5.10 1.16 0.0878
O -15.17 5.90 -0.41 0.0561
C -9.09 2.84 5.43 -0.1011
H -12.25 7.45 3.99 0.0400
N -15.20 3.83 -1.03 0.1721
```